Record 1
12
Properties=species:S:1:pos:R:3 method="wB97M-V/def2-TZVPD" homo_ev=-9.02 spin_multiplicity=1 e_above_lowest_ev=1.518 lumo_energy_ev=0.93 homo_lumo_gap_ev=9.96
H -1.5476 1.0154 0.7825
H -1.1863 -1.1132 -0.9619
H 0.1629 1.3373 -1.5949
C -0.7345 -0.3115 -0.3703
H 0.9160 -0.3027 -1.7247
O 1.3124 0.8593 0.0151
H -0.1864 -1.7167 1.3831
C 0.0453 -0.8337 0.8144
C 0.4138 0.4227 -1.0626
O -1.8171 0.5363 -0.0119
H 1.6877 0.0750 1.9228
C 1.0725 -0.0101 1.0299


Record 2
71
Properties=species:S:1:pos:R:3 method="wB97M-V/def2-TZVPD" homo_ev=-9.41 spin_multiplicity=1 lumo_energy_ev=-1.48 homo_lumo_gap_ev=7.94
O -2.1446 1.6812 -2.9187
C 0.1981 -1.3800 -4.6091
C 2.8697 -1.1123 12.2088
O -1.2210 6.0659 -8.1011
N 1.0718 -3.0903 -6.1842
C -1.6615 4.2417 -9.5356
C 3.1455 -2.3582 10.0580
O 0.0978 4.7137 -6.3145
O -0.4175 -1.8908 10.6970
H -2.1852 4.8561 -10.2540
C -1.8557 0.2435 5.3577
C -0.2049 2.7102 -7.5057
N 0.6486 -0.8501 -6.9481
C 0.3458 1.1375 -0.5811
H -1.2150 -2.5203 7.7214
C -0.0413 2.0166 -1.4980
C -0.4119 -1.6163 6.3155
H -0.0483 -0.7150 -7.6727
H -0.1906 -2.1634 -3.9440
O 3.9707 -2.8134 9.2868
C -1.4964 2.9218 -9.6940
H 1.5185 -1.1137 -7.3926
C 0.5811 -1.3607 5.4546
H 0.7239 -0.8927 -0.0129
O -0.6839 0.8816 -8.9079
O -1.9511 2.2392 -10.7340
C 3.6778 -1.6707 11.2965
C -0.7637 2.0767 -8.6781
H 0.5311 -0.6515 -1.7356
B -2.6823 0.5042 -3.4615
N -1.1712 -2.2691 -6.4113
C 0.1937 -1.9146 -6.0560
O -2.0510 -0.0483 -4.5599
H 1.0127 -3.6770 -5.3600
O 1.2655 -0.0053 3.6552
Cl 0.2028 3.7195 -1.2916
H -0.1726 5.6428 -6.4576
C -1.7026 -0.8325 6.3121
O -0.3632 -2.5654 7.2399
H -0.1182 1.4965 3.0730
O -2.5449 -1.1609 7.1283
O -3.7572 -0.0919 -2.8822
C -0.8631 0.5076 4.4940
O -0.9407 1.4784 3.5990
H -0.8976 -0.6265 -0.6524
H 0.3249 2.0899 -6.7946
C 1.7124 -2.4325 9.8683
H 5.3209 -2.1400 10.5872
H -0.7441 -1.4130 11.4857
O 0.6114 -0.6864 12.7610
H 1.5070 -1.9187 5.4495
H -1.6932 1.3086 -10.5795
Cl 1.1184 1.6066 0.8916
C 0.1514 -0.3469 -0.7578
H -2.7770 0.8085 5.3717
H -1.4757 -3.0433 -5.8299
C -1.1193 4.8792 -8.3523
B -0.6763 -0.0959 -4.3937
C 1.4366 -1.1692 12.0068
H 1.2248 -1.1638 -4.3124
H 1.3335 -2.9358 8.9903
C -0.3692 4.0317 -7.3472
O -0.0855 1.0825 -3.9029
H 3.2422 -0.6171 13.0942
H -1.1474 -2.6216 -7.3645
C 0.9058 -1.8767 10.7811
O 4.9985 -1.6736 11.3845
C 0.4231 -0.2936 4.4830
B -0.7667 1.5938 -2.8227
H 2.0418 -2.8215 -6.3009
H -3.7962 0.1050 -1.9397


Record 3
97
Properties=species:S:1:pos:R:3 method="wB97M-V/def2-TZVPD" homo_ev=-15.65 spin_multiplicity=1 e_above_lowest_ev=0.000 total_charge=+3 lumo_energy_ev=-7.96 homo_lumo_gap_ev=7.69
C 4.5655 3.7204 -3.4415
C 0.3097 -2.3465 -2.3255
N -1.1722 -1.2097 2.0399
C 3.6030 -1.2600 2.5133
H 2.8429 0.6616 1.5968
H -3.9162 3.2101 2.3682
H 1.7834 1.9071 1.8001
N -0.2945 -2.1512 -1.0120
H 4.1647 5.5955 -2.7429
H -1.6429 1.2155 -3.8048
N 2.2040 1.2880 1.1117
C 0.6834 -2.6286 2.3331
C -2.5971 -1.4207 -1.6227
C -0.4450 3.0711 2.7697
H 3.5234 1.4136 -0.4875
H 0.4477 6.0041 4.1972
H -3.5587 -1.3659 -1.1125
C -1.0302 5.7783 2.6692
H 2.0932 -0.8723 3.9903
H 4.9194 2.0253 -4.5281
C -2.8864 -2.8059 3.4978
C -1.5754 -3.2056 3.2791
Bi 0.1006 0.1554 0.1628
H 6.0866 3.4275 -0.5223
H 1.7920 -1.4556 -3.5881
C 3.8243 0.3474 4.2934
H 5.8825 4.9238 -1.4146
C -2.4089 -0.7970 2.3036
H -1.2604 6.8314 2.6335
O 2.1094 3.1006 -1.9582
C -1.4204 3.5358 1.8990
C 2.8080 -2.3363 1.8036
C -3.3115 -1.5639 3.0381
C -0.0599 5.3147 3.5413
C 3.0795 -0.6138 3.6320
C -2.2465 2.5992 1.0437
H 4.0750 3.2575 -5.3682
H 3.2814 -2.5663 0.8430
H 0.9939 3.6019 4.2606
C -3.7062 2.4996 1.5662
N -1.7899 1.2273 1.1648
C -0.7428 -2.3600 2.5427
N 4.4438 2.9107 -4.4982
O -3.7932 1.1693 2.1058
H 6.6457 0.2125 2.4523
H 1.9513 0.5293 -2.0292
H 4.4108 5.2002 0.3408
H -1.1923 -4.1361 3.6680
N 1.4308 -1.9048 1.5839
C 5.1004 0.6629 3.8571
H 5.6812 1.4085 4.3742
C 3.6484 3.2523 0.6768
N 1.1069 -0.0055 -2.1953
H 0.2254 -2.6707 -0.3142
C 4.8906 -0.9503 2.0891
H -1.9392 -3.4390 -1.3896
C -1.1362 0.4078 -3.2740
C 0.3396 0.7586 -3.1814
H 3.7474 5.3226 -4.3867
H -2.1888 2.9134 -0.0009
H -1.3179 -0.5150 -3.8183
H 2.9944 3.7371 1.4073
S -1.9738 0.3091 -1.6385
H -2.4776 5.2495 1.1820
C 1.4721 -1.3771 -2.5415
H -0.4495 -2.1771 -3.0847
C -1.7069 4.8945 1.8489
N 4.1649 4.9783 -3.5383
H 0.6833 -3.3685 -2.4516
H 0.7719 0.6489 -4.1838
C 2.6362 -3.6160 2.6709
C 4.1387 4.3455 -0.2789
H -0.2393 2.0088 2.8244
C 5.3768 4.0006 -1.1193
H 5.3903 2.2721 -2.3329
C 2.8509 2.0773 0.0719
H 3.3178 4.6478 -0.9281
H 3.4156 0.8334 5.1642
H 4.5059 2.8408 1.2161
H 2.3076 -1.6644 -1.8990
O 1.2419 -3.6303 2.9914
O 0.5403 2.2561 -0.6468
H -4.4637 2.5998 0.7859
H 3.2074 -3.5928 3.5996
H 5.3223 -1.4767 1.2507
H -4.3022 -1.1942 3.2477
C 1.7594 2.5468 -0.9299
H 2.8820 -4.5278 2.1221
N 5.0950 3.2345 -2.3229
C 5.6360 0.0016 2.7636
C -2.6760 0.5579 1.8222
H -1.9777 -2.5276 0.1202
H 0.4149 1.8098 -2.8982
C 0.2378 3.9623 3.5822
H -2.7922 -1.6707 -2.6627
C -1.7122 -2.4668 -0.9342
H -3.5660 -3.4477 4.0349


Record 4
68
Properties=species:S:1:pos:R:3 method="wB97M-V/def2-TZVPD" homo_ev="-3.98 / -3.53" spin_multiplicity=1 e_above_lowest_ev=0.000 total_charge=-1 lumo_energy_ev="2.55 / 0.44" homo_lumo_gap_ev="6.53 / 3.97"
H 3.4650 0.5854 -0.4369
C 1.0060 2.0021 1.3507
C -2.7468 -3.3880 4.1205
H 2.2227 -4.1422 3.4388
C 2.5996 5.8076 -5.3490
H 1.7714 -1.1786 0.7369
C -0.7992 -2.8192 2.7657
C 2.3067 6.4637 -6.5369
C -2.3800 0.7825 -2.1479
H 2.8102 7.4029 -6.7706
O -0.2660 -2.6738 1.6340
H -1.4871 -4.1789 0.4013
C 1.7169 -0.0910 0.7618
C 1.7068 -0.9726 4.7618
H 0.4636 2.8036 1.8248
H -3.7982 -3.6540 4.2216
H 2.7601 -0.6843 4.6733
C -0.6434 -2.8869 5.2009
C 1.0462 4.0262 -5.9401
H 2.6538 3.0828 0.2509
H 0.5572 3.0786 -5.7073
H -4.7270 -4.4058 2.3061
H -3.1248 -4.3006 -0.2893
H 3.3332 6.2133 -4.6440
C -2.0433 0.1489 0.0507
H -1.0631 -1.8228 -0.4082
O 1.3255 2.4739 -3.2969
C -2.5682 1.1799 -0.7778
H -0.0105 4.2977 -7.8054
H 1.4935 -1.2024 5.8113
C 2.0445 4.5386 -5.0541
C -1.5180 -0.8738 -0.7666
H -5.0792 -3.3787 0.9027
H -2.4198 -3.4537 6.2625
H -2.7453 1.3247 -3.0256
Pb 0.4182 1.5977 -1.6562
C 2.6165 3.8029 -3.9896
H -0.0411 -2.7596 6.1016
H 2.4915 1.8615 -5.0090
C -1.9847 -3.2533 5.2803
H -1.5079 -1.1130 -3.0004
C -3.0392 -3.2498 1.5916
H 1.1371 6.4449 -8.3636
C -2.5448 -4.3281 0.6356
H 2.2318 -3.7236 5.1772
H 3.4114 1.8449 -3.3622
C 0.7652 0.6240 1.5160
C 2.3890 -3.3365 4.1645
H -2.8957 -2.2863 1.0868
C 2.1481 2.1548 0.5026
C 1.3644 5.9165 -7.4306
C -0.0372 -2.6352 3.9856
H -2.6729 -5.3171 1.0904
H 1.0906 -0.1204 4.4524
H 2.9960 4.3123 -3.1031
C 0.7352 4.7088 -7.1117
C -4.5371 -3.4257 1.8527
H 1.5665 -1.8805 2.8277
H -4.9194 -2.6401 2.5102
H -0.0062 0.1817 2.1509
H 3.4231 -2.9853 4.0701
C 2.5860 0.8368 0.1397
C 1.4266 -2.1832 3.8763
H -3.0606 2.0846 -0.4198
C 2.6026 2.3277 -3.9833
C -2.2063 -3.1726 2.8652
C -1.7378 -0.5130 -2.1212
H -2.0721 0.1187 1.1533